{
  "formula": "C21H20N5OsS",
  "method": "ωB97M-V/def2-TZVPD",
  "homo_lumo_gap_ev": [6.50, 6.50],
  "de_lowest_kj_mol": 112.3,
  "total_charge": 1,
  "e_tot_ha": -1574.58223,
  "homo_energy_ev": [-10.82, -10.82],
  "lumo_energy_ha": [-0.1584, -0.1585],
  "symbols": ["Os", "S", "N", "N", "N", "N", "N", "C", "C", "C", "C", "C", "C", "C", "C", "C", "C", "C", "C", "C", "C", "C", "C", "C", "C", "C", "C", "C", "H", "H", "H", "H", "H", "H", "H", "H", "H", "H", "H", "H", "H", "H", "H", "H", "H", "H", "H", "H"],
  "xyz": [[-0.522477, 1.057833, -0.489903], [-1.294936, -1.299007, -1.051973], [-0.149138, -3.547994, -1.989054], [2.115292, 2.367616, -0.547245], [-2.047416, 1.245578, 0.222954], [0.062059, -3.330135, 0.158278], [1.630374, 1.206390, -0.543530], [-5.030052, 0.017819, 2.818038], [4.004126, 0.485617, -0.686778], [2.658520, 0.175201, -0.533615], [-2.708247, 0.461721, 2.398054], [1.198242, 3.382875, -0.541797], [0.549453, -4.694974, -0.068405], [-0.614927, 5.406098, -0.495611], [3.203456, -2.154701, -0.399682], [-4.370416, 0.923182, 0.696561], [4.544898, -1.862088, -0.566260], [-0.153402, 3.040869, -0.474255], [2.263675, -1.132475, -0.382737], [-5.364273, 0.479708, 1.551550], [0.520327, -4.796347, -1.612065], [1.667377, 4.705812, -0.589637], [-0.407097, -2.766466, -0.953166], [-3.705602, 0.020370, 3.246898], [-1.066168, 4.098594, -0.442208], [4.939237, -0.534777, -0.703929], [-3.044387, 0.879331, 1.115505], [0.748534, 5.722837, -0.565173], [-4.597285, 1.290400, -0.295944], [-6.398052, 0.501946, 1.235968], [5.280784, -2.654717, -0.584718], [-1.341464, 6.209731, -0.480223], [-3.458792, -0.308866, 4.246821], [-0.037957, -5.660572, -1.962376], [1.550411, -4.823948, 0.335750], [1.068670, 6.754758, -0.589785], [-0.111455, -5.420018, 0.403749], [-0.453700, -3.311146, -2.918301], [-2.127421, 3.902186, -0.374531], [4.310212, 1.514814, -0.799302], [2.731536, 4.893396, -0.646058], [1.221453, -1.347374, -0.237891], [-1.670405, 0.506838, 2.701004], [5.985493, -0.290602, -0.829298], [-5.807664, -0.336529, 3.482020], [2.880994, -3.182453, -0.285016], [1.521418, -4.832669, -2.037989], [-0.173789, -2.963672, 1.065326]],
  "forces_ev_per_a": [[-1.4, 0.5, 0.2], [0.1, 0.1, -0.4], [-0.1, -0.1, -0.1], [0.0, 0.2, -0.3], [0.5, -1.4, 0.4], [-0.1, -0.2, 0.1], [0.8, -0.8, 0.3], [0.0, 0.0, 0.0], [0.2, 0.1, -0.1], [-0.3, 0.4, 0.0], [0.2, 0.0, 0.2], [0.2, 0.3, 0.0], [0.0, 0.0, -0.1], [0.1, 0.2, 0.1], [-0.1, 0.0, 0.0], [-0.2, 0.0, -0.2], [0.0, 0.1, 0.0], [0.0, 0.2, -0.2], [0.0, -0.3, 0.1], [0.1, 0.0, 0.0], [0.0, 0.1, 0.1], [0.0, -0.2, 0.0], [0.1, 0.1, 0.2], [0.0, 0.0, -0.1], [0.1, -0.1, 0.0], [0.0, 0.0, 0.0], [0.0, 0.7, -0.2], [-0.2, 0.1, 0.0], [0.0, 0.0, 0.0], [0.0, 0.0, 0.0], [0.0, 0.0, 0.0], [0.0, 0.0, 0.0], [0.0, 0.0, 0.0], [0.0, 0.0, 0.0], [0.0, 0.0, 0.0], [0.0, 0.0, 0.0], [0.0, 0.0, 0.0], [0.1, 0.0, 0.0], [0.0, 0.0, 0.0], [0.0, 0.0, 0.0], [0.0, 0.0, 0.0], [0.1, 0.1, 0.0], [0.0, -0.1, 0.0], [0.0, 0.0, 0.0], [0.0, 0.0, 0.0], [0.0, 0.1, 0.0], [0.0, 0.0, 0.0], [0.0, 0.0, 0.0]],
  "lowdin_charge": [1.1903, 0.5963, 0.0569, 0.0898, -0.1774, 0.0348, -0.1175, -0.0533, -0.0161, -0.2295, -0.0236, -0.3163, -0.1029, -0.0548, -0.0657, -0.0104, -0.0667, -0.2691, -0.0601, -0.0564, -0.0936, -0.0040, -0.8194, -0.0590, -0.1085, -0.0577, -0.3610, -0.0668, 0.1227, 0.1142, 0.1103, 0.1130, 0.1126, 0.1240, 0.1089, 0.1106, 0.1248, 0.1517, 0.0892, 0.1088, 0.1198, 0.0115, 0.1130, 0.1128, 0.1139, 0.0840, 0.1208, 0.1551]
}


{
  "formula": "C22H50ClFN2O2P",
  "method": "ωB97M-V/def2-TZVPD",
  "homo_lumo_gap_ev": 8.69,
  "total_charge": 1,
  "e_tot_ha": -2029.18166,
  "homo_energy_ev": -11.03,
  "lumo_energy_ha": -0.0859,
  "symbols": ["Cl", "P", "F", "O", "O", "N", "N", "C", "C", "C", "C", "C", "C", "C", "C", "C", "C", "C", "C", "C", "C", "C", "C", "C", "C", "C", "C", "C", "C", "H", "H", "H", "H", "H", "H", "H", "H", "H", "H", "H", "H", "H", "H", "H", "H", "H", "H", "H", "H", "H", "H", "H", "H", "H", "H", "H", "H", "H", "H", "H", "H", "H", "H", "H", "H", "H", "H", "H", "H", "H", "H", "H", "H", "H", "H", "H", "H", "H", "H"],
  "xyz": [[2.815831, 1.734034, -4.899419], [2.256123, 1.318593, -2.884369], [-0.420380, 2.901517, -1.948592], [4.689946, -2.091458, -3.491721], [1.882817, 1.185648, -1.207929], [-4.053154, 0.062498, 3.212067], [1.665554, -2.378343, -3.408167], [-0.664443, 2.031215, -3.107087], [-4.905745, 1.064509, 2.366448], [-3.910818, 1.905748, 1.589688], [3.345242, 3.420678, -1.043099], [1.403818, -0.113153, 0.873932], [3.918284, -1.270140, 0.872132], [1.783696, 1.379511, 1.462785], [1.312806, -0.085926, -0.798259], [-2.596377, 0.346456, 2.787740], [2.438226, -1.661014, -4.494997], [-4.479869, -1.378013, 2.847350], [1.657964, -2.820891, 1.252729], [3.841700, -0.971558, -4.022515], [2.379768, -1.323447, 1.435179], [-4.247503, -2.450268, 3.914229], [3.744087, 0.125544, -2.817481], [2.674091, 3.192606, -2.523445], [-4.243678, 0.378824, 4.689605], [-2.800629, -2.800981, 4.211957], [-2.033228, 1.142747, -2.739903], [0.503127, 0.970978, -3.505729], [-2.715229, 0.998559, 1.425155], [-4.049018, 1.447406, 4.842058], [0.145694, -0.211509, -1.015975], [-2.237777, -1.949830, 4.600314], [-5.561171, -1.343852, 2.661231], [1.774875, -0.898022, -5.129780], [0.550990, 0.984735, -4.700710], [1.415846, -3.073948, 0.130627], [-2.710823, 0.964244, -3.677853], [-4.764106, -2.190142, 4.844153], [5.365966, -2.340115, -4.195021], [0.318797, -0.359260, 1.307460], [2.228282, -3.260995, -3.220637], [1.782201, 3.907562, -2.779252], [-0.961014, 2.683119, -4.055332], [-5.545238, 0.493993, 1.684723], [2.387405, -3.580607, 1.767807], [4.062824, -2.095797, 0.042698], [-3.532855, -0.203346, 5.276425], [4.020936, 4.400380, -1.134875], [0.679520, -2.800796, 1.931523], [3.529426, 3.448516, -3.315793], [-5.276946, 0.145945, 4.962670], [1.549310, 1.336158, 2.632396], [-5.533556, 1.663123, 3.034777], [-2.297092, -3.177237, 3.316839], [-2.636605, 1.811595, -1.957171], [-1.811878, 1.550703, 1.150850], [-2.163637, 1.042475, 3.514596], [2.437874, -1.166435, 2.615762], [0.077099, -0.118712, -3.267635], [4.120101, 2.540639, -0.829473], [2.903656, 1.649038, 1.245372], [4.652267, -1.398357, 1.779628], [1.015606, 2.189169, 1.038904], [2.572436, 3.519004, -0.163890], [0.699936, -2.652986, -3.718998], [4.435556, -0.592657, -4.986215], [3.874132, -0.460687, -1.803241], [-4.320047, 2.233341, 0.629164], [-4.736953, -3.367760, 3.561102], [4.052345, -0.204357, 0.362814], [2.736764, -2.506414, -5.284753], [-3.985646, -1.637959, 1.902725], [-2.764817, -3.589189, 4.971825], [-3.642040, 2.799488, 2.161994], [1.870096, -1.052526, -1.141950], [-2.904263, 0.246422, 0.650141], [-2.019638, -0.580303, 2.771956], [-1.776342, 0.147110, -2.152772], [4.729495, 0.795164, -2.909494]],
  "forces_ev_per_a": [[0.5, 0.2, -1.9], [0.4, 1.9, 2.0], [-0.2, -1.6, -2.2], [0.2, 0.8, -1.4], [-1.0, -2.6, -0.9], [-0.2, 0.3, 0.0], [0.8, -0.5, -0.5], [-1.8, -1.0, -0.3], [0.0, -0.1, 0.1], [-0.2, 0.4, -0.1], [0.7, 0.4, -0.4], [-0.3, 0.0, 0.1], [-0.9, 0.5, -0.3], [-1.0, -0.7, 0.6], [-0.6, -0.8, 2.8], [-0.1, -0.2, 0.0], [0.2, -0.5, -2.2], [-0.4, 0.0, 0.4], [0.4, 1.1, 1.0], [0.4, -0.9, -0.6], [-0.5, 0.0, 0.9], [0.1, 0.0, 0.0], [1.7, -1.0, -0.1], [1.7, 0.6, -0.3], [0.0, -0.1, -0.6], [0.2, -0.1, 0.1], [0.0, 1.1, 1.2], [-1.7, -1.0, -1.7], [0.3, -0.1, -0.2], [-0.1, -0.3, -0.2], [2.5, 0.5, 0.0], [0.1, -0.1, 0.0], [0.3, 0.2, 0.0], [1.4, -1.6, 1.8], [-0.2, 0.1, 2.9], [0.5, 0.4, 2.3], [1.5, 0.2, 1.8], [0.0, 0.0, -0.2], [-1.5, 0.6, 1.3], [2.1, 0.4, -0.9], [-1.2, 1.5, -0.2], [1.6, -1.6, 0.7], [1.0, -1.0, 2.3], [0.2, 0.0, 0.3], [-1.4, 1.2, -1.3], [-0.1, 1.6, 1.7], [-0.2, 0.0, -0.1], [-1.6, -2.0, 0.4], [1.9, -0.1, -1.7], [-2.0, -0.5, 1.8], [0.3, 0.0, 0.0], [0.9, 0.1, -2.4], [0.1, -0.4, -0.1], [0.0, 0.1, 0.1], [1.1, -1.3, -1.8], [0.0, -0.2, 0.0], [-0.2, -0.2, -0.1], [-0.2, -0.3, -2.4], [1.4, 2.4, -0.1], [-1.8, 1.8, -0.3], [-2.4, -0.4, 0.5], [-1.3, 0.2, -2.1], [2.0, -1.7, 0.6], [1.7, -0.2, -1.9], [1.6, 0.3, 0.1], [-1.8, -0.4, 2.2], [-0.6, 1.2, -2.1], [0.0, 0.0, 0.2], [-0.1, 0.3, -0.1], [0.0, -2.3, 1.2], [-0.3, 2.0, 1.4], [0.0, 0.2, 0.2], [0.1, 0.2, -0.2], [0.0, -0.1, -0.1], [-1.0, 2.0, 0.0], [0.1, 0.1, 0.1], [-0.2, 0.1, 0.2], [-0.4, 2.0, -1.5], [-2.3, -1.2, 0.2]],
  "lowdin_charge": [0.3176, 0.5816, -0.1100, -0.1331, -0.4299, -0.2181, -0.0378, -0.2912, -0.0787, -0.1546, -0.1613, -0.2823, -0.0912, -0.1038, -0.2138, -0.0927, -0.2468, -0.1049, -0.1047, -0.3735, -0.3628, -0.2344, -0.2361, -0.3327, 0.0199, -0.0985, -0.0818, -0.2903, -0.1642, 0.1152, 0.1140, 0.0621, 0.1297, 0.1008, 0.0646, 0.0809, 0.0914, 0.1077, 0.1133, 0.1094, 0.0901, 0.0996, 0.1581, 0.1301, 0.0850, 0.0915, 0.1000, 0.0917, 0.0686, 0.0591, 0.1154, 0.0860, 0.1331, 0.0829, 0.0803, 0.1261, 0.1414, 0.1323, 0.0875, 0.0822, 0.0788, 0.0913, 0.0883, 0.0656, 0.0795, 0.1438, 0.0801, 0.1286, 0.1279, 0.0759, 0.1282, 0.1410, 0.0896, 0.1289, 0.0976, 0.1212, 0.1165, 0.0677, 0.1296]
}


{
  "formula": "C3H3LiO",
  "method": "ωB97M-V/def2-TZVPD",
  "spin_multiplicity": 2,
  "homo_lumo_gap_ev": [7.67, 10.22],
  "de_lowest_kj_mol": 319.0,
  "total_charge": 1,
  "e_tot_ha": -198.46407,
  "homo_energy_ev": [-13.26, -15.80],
  "lumo_energy_ha": [-0.2053, -0.2049],
  "symbols": ["O", "C", "C", "C", "Li", "H", "H", "H"],
  "xyz": [[1.886476, 0.623561, 0.354585], [1.673329, -0.530618, 0.543459], [-1.235876, 0.935337, -0.336893], [-1.459421, -0.344143, -0.122308], [0.473783, 2.263137, -0.170519], [2.314771, -1.362369, 0.168649], [-1.442279, -0.934644, -1.057669], [-2.210783, -0.650262, 0.620699]],
  "forces_ev_per_a": [[-0.4, -0.5, 0.0], [0.3, 0.8, -0.2], [0.3, -2.4, 0.6], [-1.4, 2.6, -1.1], [0.1, -0.3, 0.1], [0.0, 0.0, 0.1], [0.4, -0.1, 0.3], [0.6, -0.1, 0.2]],
  "lowdin_spin": [0.2849, 0.5858, 0.0169, 0.0048, 0.0012, 0.1067, -0.0001, -0.0003]
}


{
  "formula": "C20H34F4N2O6",
  "method": "ωB97M-V/def2-TZVPD",
  "homo_lumo_gap_ev": 6.44,
  "total_charge": 0,
  "e_tot_ha": -1742.75190,
  "homo_energy_ev": -8.28,
  "lumo_energy_ha": -0.0675,
  "symbols": ["F", "F", "F", "F", "O", "O", "O", "O", "O", "O", "N", "N", "C", "C", "C", "C", "C", "C", "C", "C", "C", "C", "C", "C", "C", "C", "C", "C", "C", "C", "C", "C", "H", "H", "H", "H", "H", "H", "H", "H", "H", "H", "H", "H", "H", "H", "H", "H", "H", "H", "H", "H", "H", "H", "H", "H", "H", "H", "H", "H", "H", "H", "H", "H", "H", "H"],
  "xyz": [[2.287221, -4.191762, -0.962777], [0.400241, -2.837567, -2.488415], [1.698309, -2.180835, -0.338184], [1.994646, -1.497578, -3.164406], [7.073988, -3.497409, -0.268815], [-1.238161, 1.458881, -3.842382], [0.105765, 4.549250, -0.573591], [3.438736, -0.110215, -1.203418], [-0.159348, -1.162116, 3.415492], [-4.730969, -1.895617, 2.892053], [-2.802147, 0.317958, 2.599170], [-0.369408, 1.663717, -0.825228], [0.943056, 2.288873, -0.776070], [-0.378663, -0.408401, 2.235782], [4.212631, -1.003284, -1.432128], [2.405913, -2.867588, -1.259038], [-1.070685, 4.885254, 0.129612], [-5.304713, -1.500428, 4.118357], [4.819075, -3.319349, -0.927411], [-0.233245, 0.704514, -3.189255], [1.731840, -2.717722, -2.639766], [5.608442, -0.740059, -1.881528], [6.243463, -2.870068, -0.881979], [0.903087, 3.551966, 0.052814], [-1.068929, 2.860835, -3.806721], [-1.015322, -2.270391, 3.595265], [3.854538, -2.451502, -1.221581], [-4.785176, -0.911564, 1.866830], [-0.464123, 0.502250, -1.699145], [6.573098, -1.615289, -1.609402], [-1.410876, 0.699758, 2.384538], [-3.399628, -0.428434, 1.504636], [-2.876045, -0.226364, 3.450024], [0.753014, 1.142771, -3.387995], [-1.534851, 3.318657, -2.928493], [-1.288512, -2.723569, 2.637056], [5.796856, 0.218890, -2.354680], [-3.476108, 0.229687, 0.632604], [-1.523148, 5.729935, -0.386921], [1.651000, 1.590258, -0.318820], [-5.303927, -2.373475, 4.768648], [-0.244860, -0.280204, -3.660821], [-1.057112, 2.354413, -1.101022], [-0.848895, 5.180334, 1.160429], [-5.406814, -0.069483, 2.187509], [-1.546229, 3.270929, -4.696626], [0.511948, 3.335593, 1.052657], [-2.809114, -1.304721, 1.199519], [-4.740460, -0.696609, 4.604610], [-1.105023, 1.331391, 3.223300], [4.621027, -4.361060, -0.694493], [-1.936163, -2.009069, 4.126443], [0.259851, -0.239591, -1.344357], [1.918223, 3.943812, 0.159384], [2.086581, -3.489498, -3.330426], [-0.009686, 3.136102, -3.816363], [-1.792140, 4.060350, 0.157870], [7.619054, -1.441181, -1.841937], [-5.248669, -1.366135, 0.986844], [1.338936, 2.546793, -1.768502], [-1.356687, 1.310460, 1.478799], [0.576941, 0.064625, 1.994370], [-0.476689, -3.007950, 4.190357], [-1.457394, 0.062303, -1.571187], [-6.337653, -1.162027, 3.984973], [-0.619908, -1.082446, 1.403942]],
  "forces_ev_per_a": [[0.1, 0.0, 0.1], [-0.1, 0.0, 0.0], [0.0, 0.0, 0.0], [0.0, 0.0, 0.0], [0.0, -0.1, -0.1], [0.0, 0.1, 0.1], [0.0, 0.0, -0.1], [-0.1, 0.2, -0.1], [0.0, 0.0, 0.1], [0.1, 0.0, 0.0], [0.0, -0.1, 0.1], [-0.1, 0.1, -0.1], [0.0, 0.0, 0.0], [0.0, 0.0, -0.1], [0.1, -0.2, 0.0], [-0.1, 0.1, -0.1], [0.0, 0.0, 0.0], [0.0, 0.0, 0.0], [0.0, 0.0, -0.1], [0.1, -0.1, -0.1], [0.2, -0.1, 0.0], [0.1, 0.0, 0.0], [0.0, 0.0, 0.0], [0.0, 0.0, 0.1], [0.0, 0.0, 0.0], [0.0, 0.0, 0.0], [0.1, 0.0, 0.0], [-0.1, 0.0, 0.0], [0.0, -0.1, 0.1], [0.0, 0.0, 0.0], [0.0, 0.2, 0.0], [0.0, 0.0, 0.0], [0.0, 0.0, 0.0], [0.0, 0.0, 0.0], [0.0, 0.0, 0.0], [0.0, 0.0, 0.0], [-0.1, -0.1, 0.1], [0.0, 0.0, 0.0], [0.0, 0.0, 0.0], [0.0, 0.0, -0.1], [0.0, 0.0, 0.0], [0.0, 0.0, 0.0], [0.0, 0.0, 0.0], [0.0, 0.0, 0.0], [0.0, 0.0, 0.0], [0.0, 0.0, 0.0], [0.0, 0.0, 0.0], [0.0, 0.0, 0.0], [0.0, 0.0, 0.0], [0.0, 0.0, 0.0], [0.0, 0.1, 0.0], [0.0, 0.0, 0.0], [0.0, 0.0, 0.0], [0.0, 0.0, 0.0], [0.0, 0.1, 0.1], [0.0, 0.0, 0.0], [0.0, 0.0, 0.0], [-0.1, 0.0, 0.1], [0.0, 0.0, 0.0], [0.0, 0.0, 0.0], [0.0, 0.0, 0.0], [0.0, 0.0, 0.0], [0.0, 0.0, 0.0], [0.0, 0.0, 0.0], [0.0, 0.0, 0.0], [0.0, 0.0, 0.0]],
  "lowdin_charge": [0.1062, 0.1055, 0.1361, 0.0905, 0.1266, -0.1737, -0.1931, 0.1347, -0.1777, -0.1960, -0.0457, -0.0439, -0.2083, -0.2255, -0.3249, -0.4255, -0.1166, -0.1210, 0.1074, -0.2261, -0.2868, 0.0378, -0.3651, -0.2119, -0.1045, -0.1058, -0.0237, -0.2185, -0.1908, 0.0269, -0.2033, -0.2210, 0.0770, 0.1125, 0.0748, 0.0877, 0.1284, 0.1218, 0.0869, 0.1095, 0.0868, 0.1099, 0.0809, 0.0880, 0.1209, 0.0864, 0.1160, 0.1086, 0.0818, 0.1189, 0.1408, 0.0731, 0.0977, 0.1228, 0.1764, 0.0875, 0.0800, 0.1265, 0.1211, 0.1107, 0.0881, 0.1190, 0.0858, 0.1207, 0.0866, 0.1042]
}